# 1
68
Properties=species:S:1:pos:R:3 method="wB97M-V/def2-TZVPD" homo_ev=-4.10 multiplicity=1 charge=-1 homo_lumo_gap_ev=6.7
Pt -0.50 -0.01 0.52
O -3.15 2.59 2.21
C -2.39 1.67 1.91
N -2.41 0.84 0.86
C -3.61 0.37 0.30
C -4.74 1.17 0.12
C -5.88 0.67 -0.49
C -5.89 -0.64 -0.95
C -4.78 -1.45 -0.75
C -3.63 -0.99 -0.11
N -2.61 -1.91 0.19
C -1.90 -2.38 -0.82
O -1.39 -3.50 -0.97
C -1.58 -1.35 -1.90
C -1.92 -1.55 -3.23
C -1.73 -0.53 -4.14
C -1.17 0.67 -3.70
C -0.79 0.77 -2.38
N -0.96 -0.22 -1.50
C -1.35 1.20 2.91
C -1.51 1.51 4.25
C -0.81 0.79 5.20
C 0.01 -0.24 4.78
C 0.15 -0.48 3.43
N -0.47 0.26 2.51
H -4.68 2.20 0.45
H -6.74 1.31 -0.62
H -6.77 -1.03 -1.44
H -4.80 -2.49 -1.06
H -2.36 -2.50 -3.51
H -2.02 -0.65 -5.18
H -1.02 1.50 -4.37
H -0.32 1.66 -2.01
H -2.22 2.29 4.50
H -0.93 1.00 6.26
H 0.53 -0.87 5.49
H 0.78 -1.27 3.05
C 2.84 -0.87 1.80
Si 1.84 -0.21 0.30
C 2.56 1.61 0.16
C 1.81 2.46 -0.86
C 2.38 2.28 1.53
C 4.05 1.66 -0.19
C 2.55 -1.35 -1.12
C 4.05 -1.66 -0.99
C 2.32 -0.78 -2.52
C 1.81 -2.70 -1.02
H 3.91 -0.72 1.61
H 2.68 -1.94 1.94
H 2.62 -0.36 2.74
H 0.76 2.56 -0.57
H 1.85 2.04 -1.87
H 2.24 3.47 -0.90
H 1.33 2.28 1.83
H 2.70 3.33 1.47
H 2.96 1.80 2.31
H 4.23 1.33 -1.22
H 4.66 1.04 0.47
H 4.42 2.69 -0.11
H 4.68 -0.79 -1.14
H 4.32 -2.40 -1.76
H 4.30 -2.10 -0.03
H 2.82 0.18 -2.66
H 1.26 -0.64 -2.74
H 2.72 -1.47 -3.28
H 2.02 -3.19 -0.07
H 2.15 -3.37 -1.82
H 0.73 -2.61 -1.10

# 2
15
Properties=species:S:1:pos:R:3 method="wB97M-V/def2-TZVPD" homo_ev=-8.98 multiplicity=1 charge=0 homo_lumo_gap_ev=9.8 smiles="[H]/N=C1/NOC[C@H]2N[C@H]12"
H 2.52 -0.66 1.34
N 1.79 0.15 1.51
C 0.97 0.49 0.63
N -0.40 1.16 1.05
O -1.39 1.13 -0.03
C -1.69 -0.35 -0.41
C -0.36 -1.10 -0.42
N 0.68 -1.20 -1.69
C 0.60 -0.18 -0.64
H -0.23 2.18 1.47
H -2.42 -0.97 0.13
H -2.20 -0.32 -1.61
H -0.09 -1.81 0.45
H 1.35 -2.01 -1.34
H 0.65 0.68 -1.35

# 3
9
Properties=species:S:1:pos:R:3 method="wB97M-V/def2-TZVPD" homo_ev=-9.32 multiplicity=1 charge=0 homo_lumo_gap_ev=10.1
H -2.70 0.31 -0.37
N -2.03 0.58 0.38
C -0.76 0.30 0.26
C 0.59 -0.41 -0.66
S 2.12 0.25 0.09
H -0.18 0.98 1.02
H 0.51 -1.52 -0.50
H 0.37 -0.34 -1.68
H 2.08 -0.14 1.47

# 4
101
Properties=species:S:1:pos:R:3 method="wB97M-V/def2-TZVPD" homo_ev=-11.28 multiplicity=1 charge=+1 homo_lumo_gap_ev=5.9
C -2.18 4.95 9.43
C -2.07 3.69 8.38
C -1.50 2.36 9.21
C 0.14 2.43 9.08
C 0.67 1.17 8.16
C 0.10 1.19 6.62
C 0.00 -0.36 6.05
C 1.42 -0.73 5.30
C 1.24 -0.92 3.65
C 2.42 -1.86 2.99
C 2.31 -1.95 1.33
C 1.58 -3.35 0.83
C 1.42 -3.46 -0.81
C 2.85 -3.50 -1.62
C 2.76 -4.11 -3.14
C 1.69 -3.36 -4.13
C 1.13 -1.86 -3.82
C 0.00 -1.10 -4.79
C -0.36 0.40 -4.23
C 0.23 1.53 -5.31
C 1.50 0.99 -6.19
C 2.16 2.20 -7.13
S 2.74 3.69 -6.14
C 3.91 3.00 -4.86
N 5.42 2.86 -4.93
N 5.72 2.33 -3.68
C 4.46 2.11 -2.84
O 3.25 2.54 -3.62
C -0.65 -1.80 -6.17
C -1.78 -1.05 -7.06
F -3.05 -1.85 -7.26
F -1.27 -0.46 -8.35
F -2.40 0.17 -6.42
C 0.00 -3.30 -6.49
C -0.39 -4.16 -7.83
C -1.37 -3.70 -9.04
C 0.27 -5.69 -8.02
O -0.04 -6.58 -9.18
N -0.39 -7.81 -8.76
O -0.03 -8.56 -9.68
N 1.26 -6.31 -7.03
C 1.72 -5.58 -5.81
C 1.11 -4.06 -5.49
H -1.38 5.78 9.19
H -2.00 4.50 10.52
H -3.25 5.42 9.37
H -1.33 4.00 7.52
H -3.11 3.43 7.85
H -1.88 1.42 8.60
H -1.86 2.33 10.32
H 0.52 3.44 8.56
H 0.63 2.33 10.16
H 0.26 0.19 8.68
H 1.85 1.13 8.21
H 0.81 1.85 5.97
H -0.99 1.67 6.55
H -0.95 -0.50 5.35
H -0.15 -1.09 6.96
H 2.16 0.19 5.49
H 1.92 -1.66 5.80
H 0.21 -1.47 3.50
H 1.20 0.17 3.19
H 3.45 -1.40 3.34
H 2.31 -2.94 3.49
H 3.43 -1.93 0.94
H 1.74 -0.98 0.99
H 2.07 -4.31 1.30
H 0.47 -3.30 1.26
H 0.71 -2.57 -1.13
H 0.85 -4.47 -1.09
H 3.36 -2.42 -1.64
H 3.58 -4.19 -1.01
H 2.56 -5.28 -3.02
H 3.82 -3.99 -3.63
H 1.55 -1.34 -2.83
H 0.15 0.65 -3.21
H -1.53 0.56 -4.04
H 0.61 2.44 -4.63
H -0.59 1.97 -6.01
H 2.36 0.62 -5.44
H 1.22 0.14 -6.97
H 1.33 2.44 -7.94
H 3.05 1.70 -7.73
H 4.37 1.68 -1.75
H -1.14 -2.66 -9.53
H -2.51 -3.84 -8.72
H -1.27 -4.46 -9.96
H 1.68 -7.28 -7.21
H 2.50 -6.10 -5.09
C -4.54 6.25 2.93
O -4.61 5.48 4.13
C -5.74 5.67 4.85
O -6.65 6.43 4.56
O -5.67 4.89 5.96
C -6.80 4.99 6.82
H -3.59 6.02 2.43
H -5.36 5.99 2.26
H -4.55 7.32 3.16
H -7.72 4.68 6.30
H -6.91 6.01 7.20
H -6.65 4.31 7.67

# 5
76
Properties=species:S:1:pos:R:3 method="wB97M-V/def2-TZVPD" homo_ev=-10.49 multiplicity=1 charge=+1 homo_lumo_gap_ev=7.7
Ga -0.29 -0.89 -1.74
C -0.08 -2.05 0.76
Si -0.04 -0.23 1.35
C 1.62 -0.11 2.25
C 1.78 0.05 3.62
C 3.04 0.13 4.20
C 4.17 0.05 3.40
C 4.04 -0.09 2.03
C 2.78 -0.15 1.44
P 2.66 -0.24 -0.40
C 4.07 -1.32 -0.81
C 3.94 -2.68 -0.53
C 4.97 -3.55 -0.82
C 6.13 -3.08 -1.42
C 6.27 -1.74 -1.71
C 5.24 -0.85 -1.40
C 3.19 1.40 -0.97
C 3.57 2.45 -0.13
C 3.88 3.69 -0.66
C 3.82 3.91 -2.03
C 3.45 2.88 -2.88
C 3.13 1.64 -2.35
C -1.72 -0.21 2.24
C -1.90 -0.24 3.62
C -3.16 -0.38 4.18
C -4.28 -0.52 3.37
C -4.13 -0.50 2.00
C -2.87 -0.34 1.43
P -2.69 -0.32 -0.39
C -3.94 -1.46 -1.06
C -5.23 -1.04 -1.38
C -6.13 -1.95 -1.91
C -5.76 -3.27 -2.12
C -4.47 -3.69 -1.80
C -3.57 -2.78 -1.28
C -3.24 1.31 -0.95
C -3.74 2.28 -0.10
C -4.10 3.53 -0.59
C -3.95 3.81 -1.94
C -3.45 2.84 -2.80
C -3.09 1.60 -2.31
H -0.12 -2.60 1.71
H 0.80 -2.40 0.23
H -0.99 -2.37 0.23
H 0.92 0.09 4.27
H 3.14 0.24 5.27
H 5.16 0.10 3.85
H 4.92 -0.15 1.41
H 3.04 -3.05 -0.06
H 4.86 -4.61 -0.59
H 6.94 -3.77 -1.65
H 7.17 -1.37 -2.16
H 5.36 0.20 -1.63
H 3.63 2.29 0.94
H 4.18 4.50 0.00
H 4.06 4.88 -2.43
H 3.40 3.04 -3.94
H 2.83 0.83 -3.02
H -1.05 -0.17 4.28
H -3.27 -0.40 5.26
H -5.26 -0.65 3.81
H -4.99 -0.63 1.36
H -5.52 -0.01 -1.24
H -7.13 -1.62 -2.17
H -6.47 -3.97 -2.54
H -4.18 -4.72 -1.97
H -2.57 -3.12 -1.02
H -3.86 2.07 0.96
H -4.49 4.28 0.08
H -4.23 4.78 -2.33
H -3.34 3.06 -3.86
H -2.72 0.84 -2.99
C -0.05 1.34 0.28
H -0.89 1.96 0.59
H -0.09 1.30 -0.82
H 0.86 1.89 0.50

# 6
19
Properties=species:S:1:pos:R:3 method="wB97M-V/def2-TZVPD" homo_ev=-8.88 multiplicity=1 charge=0 homo_lumo_gap_ev=9.6
C 2.03 0.26 0.11
C 0.47 -0.08 0.17
C 0.25 -0.67 -1.13
C -1.23 -1.03 -0.69
C -1.33 -0.24 0.71
C -0.52 1.07 0.44
H 2.33 0.45 -1.00
H 2.13 1.15 1.04
H 2.46 -0.83 0.25
H 0.37 0.04 -2.02
H 0.95 -1.53 -1.49
H -2.38 -0.92 -1.21
H -0.99 -2.02 -0.20
H -2.28 -0.32 1.22
H 0.40 -0.36 2.17
H -0.22 1.60 1.35
H -1.67 2.22 -0.65
N -0.13 -0.73 1.38
O -0.65 1.94 -0.46

# 7
19
Properties=species:S:1:pos:R:3 method="wB97M-V/def2-TZVPD" homo_ev=-4.17 multiplicity=1 charge=-1 homo_lumo_gap_ev=7.4
C -1.59 1.27 2.97
C -1.44 0.21 1.76
O -0.98 -0.92 2.11
O -1.78 0.55 0.63
H -1.06 2.14 2.69
H -1.26 0.80 3.90
H -2.68 1.32 3.00
C 1.21 -1.19 -1.60
C 0.56 -1.45 -2.96
C 1.07 1.16 -0.05
S 1.94 0.51 -1.46
H 0.68 -1.44 -0.68
H 2.09 -1.89 -1.54
H 0.85 -0.86 -3.80
H -0.49 -1.38 -2.51
H 1.61 1.05 0.87
H 0.55 2.10 -0.26
H 0.17 0.55 0.20
H 0.56 -2.53 -3.26

# 8
73
Properties=species:S:1:pos:R:3 method="wB97M-V/def2-TZVPD" homo_ev="-17.06 / -17.06" multiplicity=6 charge=+3 homo_lumo_gap_ev="9.4 / 6.6"
Fe 17.20 -2.63 -19.15
O 16.26 -6.46 -18.05
H 15.94 -6.81 -17.21
H 15.94 -7.08 -18.70
O 17.24 -2.87 -23.82
H 16.41 -3.34 -23.93
H 17.69 -2.98 -24.65
O 13.73 -1.98 -20.92
H 13.51 -1.25 -21.49
H 13.28 -1.80 -20.10
O 12.97 -1.31 -18.21
H 13.24 -0.99 -17.35
H 12.30 -1.97 -18.03
O 19.25 -7.06 -19.31
H 19.30 -7.22 -18.37
H 18.42 -7.45 -19.58
O 18.37 0.95 -17.48
H 18.60 1.26 -16.60
H 18.79 1.57 -18.07
O 17.74 -4.55 -19.25
H 18.38 -5.03 -19.77
H 17.25 -5.23 -18.78
O 20.83 -2.47 -23.47
H 21.24 -1.61 -23.60
H 19.99 -2.26 -23.04
O 18.33 -4.50 -21.99
H 17.86 -5.29 -22.26
H 18.12 -3.85 -22.66
O 18.26 -2.54 -17.46
H 18.05 -3.01 -16.65
H 19.14 -2.19 -17.31
O 21.52 -0.96 -19.66
H 21.10 -0.86 -18.81
H 21.96 -0.13 -19.82
O 20.97 -3.97 -19.12
H 21.91 -4.04 -19.01
H 20.61 -4.68 -18.59
O 15.58 -3.14 -18.07
H 15.48 -2.84 -17.17
H 15.05 -3.94 -18.11
O 13.22 -4.71 -17.61
H 12.60 -5.14 -17.01
H 12.69 -4.48 -18.37
O 15.36 -5.23 -22.36
H 15.96 -5.92 -22.63
H 14.55 -5.69 -22.13
O 15.99 -1.95 -15.74
H 15.54 -2.46 -15.07
H 15.44 -1.19 -15.88
O 16.62 -0.68 -21.79
H 16.60 -1.00 -22.69
H 16.00 0.05 -21.78
O 17.09 -4.53 -15.98
H 17.81 -5.04 -15.60
H 16.35 -5.14 -16.00
O 19.52 -0.31 -22.32
H 18.88 0.19 -22.84
H 20.19 0.33 -22.10
O 18.89 -2.13 -20.24
H 19.79 -2.44 -20.13
H 18.92 -1.53 -20.98
O 14.75 0.89 -20.09
H 13.83 0.69 -19.92
H 14.74 1.78 -20.47
O 16.07 -3.10 -20.72
H 15.27 -2.58 -20.81
H 16.12 -3.61 -21.52
O 16.67 -0.72 -18.89
H 17.02 -0.08 -18.28
H 16.02 -0.24 -19.41
O 20.75 -1.60 -17.06
H 21.71 -1.57 -17.06
H 20.49 -0.99 -16.37